# 1
Density functional theory data (ωB97M-V/def2-TZVPD) for the molecule C17H20N2O5S.

XYZ file:
```
45
Properties=species:S:1:pos:R:3:forces:R:3
C -1.96470 -0.91593 -1.72356 -0.2 0.0 0.3
C -2.94511 -1.55999 -0.75465 0.0 -0.2 -0.6
O -3.14747 -0.74710 0.40481 0.2 -0.2 0.3
C -3.95162 0.30241 0.28445 -0.4 0.3 0.3
O -4.56805 0.59243 -0.70544 0.0 0.0 -0.2
C -3.95751 1.12190 1.56942 0.1 -0.1 -0.3
C -2.73105 1.97478 1.53112 -0.2 0.8 -0.1
C -2.66896 3.28942 1.19593 0.1 -0.2 0.1
S -1.03399 3.84513 1.20145 0.0 -0.7 0.1
C -0.54926 2.20726 1.65892 -0.7 1.0 -0.3
N 0.77391 1.92972 1.82233 0.6 0.5 0.1
C 1.41631 0.70442 1.89889 -0.1 -0.1 0.1
O 2.62092 0.67796 1.93976 0.1 -0.1 0.1
C 0.52770 -0.51953 1.95194 -0.3 -0.1 -0.1
O 1.24083 -1.70120 1.69854 0.2 0.0 0.0
C 1.88881 -1.88864 0.51114 0.1 -0.1 -0.2
C 2.62023 -3.07250 0.45168 -0.1 0.2 0.0
C 3.30467 -3.44640 -0.68621 0.0 0.0 0.0
C 3.25928 -2.63299 -1.80247 0.0 0.0 -0.1
C 2.54363 -1.45076 -1.76114 -0.1 0.1 0.0
C 1.86045 -1.05297 -0.61807 -0.1 0.1 0.1
O 1.11994 0.11309 -0.55863 0.1 -0.6 0.1
C 1.42362 1.17534 -1.44497 0.1 0.4 -0.2
C 2.83482 1.72718 -1.27431 -0.3 -0.2 0.0
N -1.52903 1.38992 1.79191 0.4 -0.5 0.3
H -1.76283 -1.59918 -2.54362 0.0 -0.1 -0.1
H -1.03186 -0.68471 -1.21582 0.1 0.0 0.0
H -2.38715 0.00239 -2.12487 0.0 0.0 -0.1
H -2.55491 -2.50346 -0.36849 -0.1 0.1 0.0
H -3.91080 -1.72504 -1.24410 0.1 -0.1 0.1
H -3.90273 0.44831 2.42318 -0.1 0.1 0.0
H -4.85513 1.73614 1.60165 0.0 -0.1 0.0
H -3.46846 3.95771 0.95288 -0.2 0.1 0.0
H 1.40469 2.72160 1.76091 0.0 -0.3 0.1
H 0.14303 -0.62570 2.97175 0.0 0.1 -0.1
H -0.32711 -0.40008 1.27899 0.2 -0.1 0.2
H 2.63296 -3.68653 1.33797 0.0 -0.1 0.1
H 3.86695 -4.36702 -0.69982 0.0 -0.1 0.0
H 3.77859 -2.90883 -2.70734 0.0 0.0 -0.1
H 2.51083 -0.83288 -2.64454 0.0 0.1 0.0
H 0.68475 1.94118 -1.18791 0.1 -0.1 -0.1
H 1.24407 0.87358 -2.48496 -0.1 0.0 0.1
H 2.92731 2.66236 -1.81982 0.0 0.1 -0.1
H 3.57631 1.02559 -1.64699 0.1 0.0 0.0
H 3.04311 1.90161 -0.22187 0.0 0.0 0.1
```
Positions in Å, forces in eV/Å.

As for the SMILES: CCOC(=O)Cc1csc(NC(=O)COc2ccccc2OCC)n1. Its energy above the lowest of the compared OMol25 structures with the same formula, charge and spin is 96.1 kJ/mol.

***

# 2
Density functional theory data (ωB97M-V/def2-TZVPD) for the molecule C4H6N2Se.

XYZ file:
```
13
Properties=species:S:1:pos:R:3:forces:R:3
C 0.94575 0.19100 -1.48622 0.4 0.0 -0.5
N 0.06462 0.13864 -0.35083 0.2 -0.5 0.5
C -1.00429 0.96089 -0.13443 -0.5 0.6 0.0
C -1.55729 0.64314 1.08915 0.1 0.3 -0.6
N -0.96960 -0.33483 1.74609 4.7 -2.0 -3.3
C 0.23612 -0.69582 0.65326 -5.0 1.7 4.2
Se 1.50167 -2.00804 0.93008 0.8 -0.3 -0.6
H 0.58163 0.92449 -2.20112 0.0 0.0 0.0
H 1.94906 0.47236 -1.16000 -0.1 0.0 -0.1
H 1.00357 -0.78607 -1.97253 -0.1 0.1 0.0
H -1.27309 1.70787 -0.85070 0.0 0.2 -0.2
H -2.40396 1.13397 1.53570 -0.2 0.1 0.0
H 0.92584 -2.34759 2.20156 -0.3 -0.1 0.5
```
Positions in Å, forces in eV/Å.

As for the SMILES: Cn1ccnc1[SeH]. Its energy above the lowest of the compared OMol25 structures with the same formula, charge and spin is 117.8 kJ/mol.

***

# 3
Density functional theory data (ωB97M-V/def2-TZVPD) for a cluster of 2 separate species, FH3N2O in total.

XYZ file:
```
7
Properties=species:S:1:pos:R:3:forces:R:3
H 2.40239 -0.63132 0.05979 -0.6 -0.4 0.1
N 1.87532 0.23448 -0.01659 0.9 1.0 -0.1
N 0.64881 0.09199 0.03227 -0.3 -2.0 0.2
O -0.17270 0.99468 -0.03889 -0.7 0.6 -0.1
H 0.23101 -0.87545 0.14647 0.4 0.7 -0.1
F -2.83766 -0.23114 -0.08441 0.6 0.5 0.0
H -2.14717 0.41676 -0.09865 -0.3 -0.5 0.0
```
Positions in Å, forces in eV/Å.

As for the SMILES: [H]/N=[NH+]/[O-].F. Its energy above the lowest of the compared OMol25 structures with the same formula, charge and spin is 0.0 kJ/mol.

***

# 4
Density functional theory data (ωB97M-V/def2-TZVPD) for a structure of composition C12H28NO2P2Pb.

XYZ file:
```
46
Properties=species:S:1:pos:R:3:forces:R:3
C 0.95555 -1.26685 -2.95705 -0.1 0.4 0.4
C 0.96517 -0.96519 -1.58643 -0.6 -0.6 -0.4
N -0.16346 -1.09970 -0.84887 0.0 0.8 0.0
C -1.34220 -1.23074 -1.47970 0.2 -0.4 -0.7
C -1.42788 -1.42541 -2.86258 0.1 0.2 0.4
C -0.25216 -1.47014 -3.60895 0.0 -0.2 0.3
C 2.20098 -0.35088 -1.00272 -0.3 -3.6 1.5
P 2.31980 -0.47143 0.81396 0.7 -0.4 -0.5
Pb -0.08707 -1.28765 2.09522 1.0 0.9 -1.5
P -2.46273 -0.39972 0.97667 -1.0 -0.5 -1.6
C -2.63540 -1.18859 -0.68710 0.2 -0.6 0.6
O 1.70760 2.05090 -1.75686 1.8 0.3 -0.4
O -0.54778 2.54530 -1.09882 -0.8 -0.6 -0.9
H 1.91247 -1.24412 -3.46843 -0.2 0.0 -0.2
H -2.41887 -1.52990 -3.30347 0.3 0.0 -0.1
H -0.28280 -1.64065 -4.67996 0.0 0.0 0.1
C 3.50043 -1.82948 1.19451 -0.1 -0.2 0.1
C 3.33186 1.00513 1.19743 -0.6 0.2 0.5
H -3.41883 -0.64217 -1.24153 0.4 -0.2 0.2
H -3.00958 -2.21863 -0.52425 0.1 0.4 -0.1
H 2.14034 0.68080 -1.24937 -0.2 1.8 -0.3
H 3.09454 -0.75987 -1.46279 0.2 -0.2 0.0
C -4.01247 -0.91268 1.78566 0.1 -0.2 0.5
C -2.75574 1.33669 0.52032 0.8 0.2 0.8
H 0.06126 3.32352 -0.02828 0.6 0.9 1.9
H -0.92548 3.10105 -1.79691 0.1 -0.1 0.2
H 0.69095 2.21106 -1.57768 -0.7 0.6 -0.4
H 2.14065 2.14526 -2.61618 -0.9 0.4 0.2
H 0.49514 -3.00745 2.32513 -0.8 1.1 -0.2
H 0.39088 3.70534 0.72564 -0.4 -0.6 -1.0
H 4.44850 -1.66899 0.65689 -0.4 -0.1 0.1
H 3.71442 -1.85255 2.27617 -0.1 0.1 -0.4
H 3.07958 -2.80559 0.91913 0.1 0.2 0.0
H 4.38395 0.79450 0.97139 -0.3 0.0 0.0
H 2.96328 1.83487 0.58036 0.1 -0.1 0.2
H 3.22100 1.25054 2.26464 0.2 0.1 -0.4
H -3.72646 1.39802 0.01439 0.1 -0.2 0.2
H -2.77302 1.94066 1.43827 -0.1 0.0 -0.3
H -1.94411 1.71545 -0.14599 0.0 0.0 0.1
H -4.88639 -0.58318 1.20218 0.4 -0.1 0.2
H -4.02927 -2.00475 1.89059 -0.1 0.2 0.0
H -4.05144 -0.45953 2.78803 -0.1 -0.2 -0.3
C -0.13309 0.60321 3.18339 0.1 0.1 1.4
H 0.89061 0.86666 3.47828 -0.3 -0.1 -0.1
H -0.73364 0.39111 4.07841 0.2 0.3 -0.1
H -0.58911 1.41572 2.60730 0.2 -0.5 -0.3
```
Positions in Å, forces in eV/Å.

The total energy comes out at -42297.4864 eV. The charge is +1.

***

# 5
Density functional theory data (ωB97M-V/def2-TZVPD) for a structure of composition C24H28FIN5ORhS.

XYZ file:
```
62
Properties=species:S:1:pos:R:3:forces:R:3
Rh 0.15180 0.87694 1.05245 -0.2 -0.2 0.4
C 4.96370 -1.02256 -1.07737 0.0 0.0 0.0
N 3.95387 -0.21708 -0.44207 0.0 0.0 0.0
C 4.19452 0.40960 0.84016 0.0 0.0 0.0
C 2.78479 0.72361 1.26979 0.0 0.1 0.0
O 2.40987 1.43566 2.22384 0.1 -0.1 -0.1
N 1.92711 0.16906 0.43063 0.1 0.1 0.0
C 2.59516 -0.45216 -0.62104 0.0 0.0 0.0
N 2.00099 -1.09526 -1.54617 0.0 0.0 0.0
H 5.92945 -0.52929 -0.97460 0.0 0.0 0.0
H 4.75985 -1.11374 -2.14368 0.0 0.0 0.0
H 5.03550 -2.02911 -0.64745 0.0 0.0 0.0
H 4.79142 1.32072 0.76378 0.0 0.0 0.0
H 4.67082 -0.26386 1.56278 0.0 0.0 0.0
H 0.69848 -3.18703 -0.94918 0.0 0.0 0.0
H 2.66616 -1.46476 -2.21889 0.0 0.0 0.0
F -3.53419 4.45772 2.99706 0.0 0.0 0.0
C -3.09015 3.39167 2.30824 0.0 0.0 0.0
C -2.72570 2.26243 2.98951 0.0 0.1 0.0
C -2.25649 1.16486 2.25634 0.1 0.0 0.0
C -2.14876 1.21795 0.86213 0.1 0.2 -0.4
C -1.46226 0.15133 0.11341 0.0 -0.1 0.1
C -2.54077 2.41734 0.21363 -0.1 0.0 0.0
C -3.02142 3.48781 0.91772 0.0 0.0 0.0
H -2.82030 2.22575 4.06606 0.0 0.0 0.0
H -2.04827 0.23459 2.76429 0.0 0.0 0.0
H -1.49426 0.24866 -0.96754 0.0 0.0 0.0
H -1.67310 -0.86138 0.44896 0.0 0.0 0.0
H -2.44278 2.48171 -0.86241 0.0 0.0 0.0
H -3.31019 4.40947 0.43148 0.0 0.0 0.0
C 0.36956 6.38076 1.01362 0.0 0.0 0.0
C 0.26260 5.33112 1.95361 0.0 0.0 0.0
C 0.27745 4.03244 1.53547 0.0 0.0 0.0
C 0.39031 3.69475 0.15985 0.0 0.0 0.0
C 0.36376 2.33890 -0.29547 0.0 0.0 0.1
C 0.50648 2.09257 -1.63661 0.0 0.0 0.0
C 0.63552 3.14886 -2.56902 0.0 0.0 0.0
C 0.62687 4.44828 -2.15505 0.0 0.0 0.0
C 0.50745 4.75248 -0.77631 0.0 0.0 0.0
C 0.49326 6.09410 -0.31411 0.0 0.0 0.0
H 0.35725 7.40942 1.35098 0.0 0.0 0.0
H 0.16619 5.56161 3.00740 0.0 0.0 0.0
H 0.19486 3.23450 2.26583 0.0 0.0 0.0
H 0.52397 1.07020 -1.99832 0.0 0.0 0.0
H 0.73822 2.91549 -3.62230 0.0 0.0 0.0
H 0.71867 5.26081 -2.86637 0.0 0.0 0.0
H 0.58236 6.89256 -1.04215 0.0 0.0 0.0
I -0.14336 -5.40869 0.29991 0.0 0.0 0.0
C -0.20250 -3.39527 -0.38864 0.0 0.0 0.0
H -1.08452 -3.28380 -1.00909 0.0 0.0 0.0
H -0.25342 -2.75631 0.48565 0.0 0.0 0.0
C -0.24354 -0.50543 6.69321 0.0 0.0 0.0
N -0.32587 -0.97644 5.32700 0.0 0.0 0.0
C 0.24156 -0.36864 4.27555 0.0 0.0 0.0
N 0.85895 0.79344 4.47481 0.1 0.0 -0.1
S 0.14621 -1.09015 2.73760 0.1 0.0 0.0
H -0.75481 -1.21518 7.33700 0.0 0.0 0.0
H -0.72682 0.46746 6.81086 0.0 0.0 0.0
H 0.79433 -0.43296 7.02741 0.0 0.0 0.0
H -0.80870 -1.83368 5.11952 0.0 0.0 0.0
H 0.95718 1.18535 5.39578 0.0 0.0 0.0
H 1.42590 1.16347 3.70689 0.0 0.0 0.0
```
Positions in Å, forces in eV/Å.

Its energy above the lowest of the compared OMol25 structures with the same formula, charge and spin is 0.0 kJ/mol.

***

# 6
Density functional theory data (ωB97M-V/def2-TZVPD) for a structure of composition C2AuF3O3.

XYZ file:
```
9
Properties=species:S:1:pos:R:3:forces:R:3
C 1.05095 0.36750 -0.64483 3.5 1.1 -2.1
F 1.18680 -0.31546 -1.77580 -0.1 0.1 0.2
F 1.98372 -0.04920 0.20392 -1.0 -0.2 0.4
F 1.26831 1.65749 -0.87299 -0.2 -0.3 0.0
O -1.14695 0.65172 1.66989 0.2 1.0 2.1
C -0.61537 -0.24631 1.04184 0.5 -0.1 -3.7
O -0.23038 0.21422 -0.26673 -0.8 0.1 2.7
O -1.04956 -1.41437 0.91144 2.9 -1.6 4.1
Au -2.44753 -0.86559 -0.26674 -5.0 0.0 -3.7
```
Positions in Å, forces in eV/Å.

The multiplicity is 4. The total energy comes out at -20044.8363 eV. The charge is +1.

***

- What is the formula in the first record?
  C17H20N2O5S

***

Copy entry 3 word for word.
Density functional theory data (ωB97M-V/def2-TZVPD) for a cluster of 2 separate species, FH3N2O in total.

XYZ file:
```
7
Properties=species:S:1:pos:R:3:forces:R:3
H 2.40239 -0.63132 0.05979 -0.6 -0.4 0.1
N 1.87532 0.23448 -0.01659 0.9 1.0 -0.1
N 0.64881 0.09199 0.03227 -0.3 -2.0 0.2
O -0.17270 0.99468 -0.03889 -0.7 0.6 -0.1
H 0.23101 -0.87545 0.14647 0.4 0.7 -0.1
F -2.83766 -0.23114 -0.08441 0.6 0.5 0.0
H -2.14717 0.41676 -0.09865 -0.3 -0.5 0.0
```
Positions in Å, forces in eV/Å.

As for the SMILES: [H]/N=[NH+]/[O-].F. Its energy above the lowest of the compared OMol25 structures with the same formula, charge and spin is 0.0 kJ/mol.